{"formula": "C33H57N4OP2PtS", "method": "the ωB97M-V functional and the def2-TZVPD basis", "elements": ["C", "C", "C", "C", "C", "H", "H", "H", "N", "P", "P", "C", "H", "H", "C", "O", "C", "H", "C", "C", "C", "C", "C", "H", "H", "H", "C", "H", "H", "H", "C", "H", "H", "H", "C", "H", "H", "H", "C", "H", "H", "H", "C", "H", "H", "H", "C", "H", "H", "H", "C", "H", "H", "H", "C", "H", "H", "H", "C", "H", "H", "H", "C", "H", "H", "H", "C", "H", "H", "H", "Pt", "N", "C", "C", "C", "C", "C", "H", "H", "H", "H", "H", "H", "H", "H", "H", "C", "N", "C", "C", "N", "C", "S", "H", "H", "H", "H", "H", "H"], "coordinates": [[-1.799693, -0.945044, 2.370617], [-0.050116, -2.473180, 1.935240], [-2.234409, -1.686484, 3.461679], [-0.652842, -3.383433, 2.826761], [-1.662517, -2.938835, 3.660923], [-3.040174, -1.284654, 4.064474], [-0.191411, -4.355340, 2.954583], [-2.009626, -3.543476, 4.493093], [-0.698430, -1.279807, 1.693085], [-2.269432, 0.723092, 0.163804], [2.012151, -1.223367, 0.528667], [-2.522280, 0.316608, 1.962875], [-3.593901, 0.263665, 2.206327], [-2.117101, 1.160875, 2.543015], [0.333326, 0.968775, -1.287418], [0.390234, 1.484699, -2.334259], [1.239456, -2.610468, 1.405111], [1.661247, -3.604029, 1.333630], [3.074490, -1.671598, -1.027442], [3.162687, -1.055140, 2.083923], [-3.537371, -0.375012, -0.771338], [-2.828057, 2.533026, 0.155425], [2.470150, -1.146994, -2.342840], [2.582909, -0.065402, -2.464072], [3.005960, -1.635400, -3.174611], [1.414559, -1.421014, -2.430893], [4.523153, -1.157110, -0.959020], [4.568466, -0.060770, -0.897907], [5.092157, -1.605219, -0.134184], [5.029959, -1.451997, -1.893905], [3.075161, -3.189600, -1.159457], [3.720885, -3.460177, -2.007552], [3.456406, -3.708241, -0.274148], [2.069037, -3.543483, -1.401370], [4.141517, 0.095215, 1.885749], [3.634186, 0.943529, 1.419002], [4.520238, 0.407491, 2.869880], [5.004750, -0.182991, 1.273830], [2.233695, -0.743853, 3.273166], [1.524037, 0.056332, 3.013954], [1.674973, -1.636697, 3.582837], [2.837724, -0.408826, 4.131249], [3.933318, -2.362430, 2.353855], [3.320940, -3.270439, 2.272554], [4.805026, -2.488746, 1.693726], [4.291459, -2.336422, 3.400218], [-2.910348, 3.074648, -1.281791], [-3.164899, 4.144800, -1.217442], [-1.970376, 2.977328, -1.841072], [-3.711526, 2.590085, -1.856720], [-1.835347, 3.370737, 0.976266], [-1.786526, 3.068480, 2.030473], [-0.815741, 3.306158, 0.575893], [-2.139204, 4.429714, 0.948656], [-4.206805, 2.710871, 0.801069], [-4.281325, 2.248544, 1.791014], [-4.367253, 3.791290, 0.918934], [-5.013756, 2.336584, 0.167423], [-3.523160, -1.781755, -0.154632], [-4.047505, -1.788683, 0.812959], [-4.065941, -2.481076, -0.810993], [-2.513917, -2.178395, -0.008069], [-3.211950, -0.405380, -2.263631], [-2.194214, -0.731829, -2.490309], [-3.928090, -1.089996, -2.740742], [-3.384516, 0.578794, -2.723752], [-4.999859, 0.094724, -0.714553], [-5.364717, 0.270678, 0.303151], [-5.181165, 0.973828, -1.346509], [-5.613329, -0.716203, -1.140976], [0.050474, 0.078753, 0.287976], [-0.485260, -2.078106, -1.493589], [-0.507836, -3.218622, -1.723647], [-0.591815, -4.670358, -1.713326], [0.253830, -5.377941, -0.640065], [-2.037119, -4.844567, -1.265946], [-0.197918, -4.955576, -3.169522], [1.327682, -5.194827, -0.693391], [-0.064517, -5.036456, 0.355425], [0.119432, -6.466660, -0.641281], [-2.737467, -4.205971, -1.813932], [-2.398960, -5.867091, -1.281176], [-2.096327, -4.526094, -0.220087], [0.250775, -5.930941, -3.329190], [-1.057036, -4.840258, -3.833804], [0.533968, -4.216771, -3.548765], [1.015140, 4.570065, -0.803252], [2.296411, 4.163371, -0.248542], [3.517038, 4.790146, -0.485744], [4.430466, 4.226493, 0.345711], [3.754753, 3.271351, 1.078364], [2.433147, 3.233469, 0.742545], [1.254729, 2.363090, 1.586421], [0.450290, 3.681656, -1.102211], [0.433747, 5.133236, -0.059642], [1.173244, 5.197296, -1.687437], [3.639427, 5.575013, -1.207206], [5.481240, 4.416333, 0.516249], [4.122903, 2.723312, 1.840999]], "forces_ev_per_a": [[0.2, 0.4, -0.2], [-0.7, 0.8, 0.3], [0.0, -0.4, -0.2], [0.6, 0.1, 0.2], [-0.4, 0.1, 0.3], [0.1, -0.2, 0.1], [-0.1, 0.0, 0.1], [0.0, -0.1, -0.2], [-0.5, -0.6, 0.9], [-1.3, 0.4, 0.3], [1.5, 0.2, 1.3], [-0.3, 0.0, -0.1], [0.3, -0.2, 0.1], [0.0, -0.2, -0.2], [0.8, 1.9, -4.7], [-0.2, -0.9, 2.4], [-0.6, -1.0, -2.2], [0.0, 0.0, 0.3], [-0.1, -0.6, 0.1], [0.3, -0.3, -0.6], [-0.4, 0.4, 0.2], [-0.4, -0.1, 0.1], [-0.3, 0.1, 0.1], [0.0, -0.1, 0.1], [-0.1, 0.2, 0.3], [0.3, 0.2, 0.0], [0.0, -0.1, 0.1], [0.0, -0.3, 0.1], [-0.2, 0.2, -0.3], [-0.2, 0.1, 0.3], [0.3, -0.3, -0.2], [-0.1, 0.0, 0.2], [-0.1, 0.0, 0.0], [0.2, 0.1, 0.1], [0.3, 0.2, 0.2], [0.1, -0.3, 0.1], [0.0, 0.0, -0.2], [-0.2, 0.1, 0.2], [-0.1, 0.0, 0.0], [0.2, -0.2, 0.2], [0.2, 0.3, 0.0], [-0.1, -0.1, -0.3], [0.3, -0.1, 0.5], [0.2, 0.4, 0.1], [-0.3, 0.1, 0.3], [0.1, 0.0, -0.4], [0.0, 0.1, 0.0], [0.1, -0.3, -0.1], [-0.2, 0.0, 0.1], [0.3, 0.1, 0.1], [0.3, 0.0, -0.4], [0.0, 0.1, -0.3], [-0.5, 0.0, 0.2], [-0.1, -0.3, 0.0], [-0.3, 0.3, -0.1], [0.0, 0.2, -0.1], [-0.1, -0.2, 0.1], [0.2, 0.1, 0.3], [0.2, -0.2, 0.2], [0.2, 0.0, -0.2], [0.1, 0.3, 0.1], [-0.1, 0.1, -0.1], [0.2, 0.1, -0.3], [-0.1, 0.0, 0.1], [0.2, 0.0, 0.0], [0.2, -0.2, 0.1], [-0.3, -0.2, 0.0], [0.1, 0.0, -0.2], [0.1, -0.2, 0.3], [0.1, 0.2, 0.1], [0.1, 0.3, 0.3], [-0.3, -1.9, -1.3], [0.7, 2.2, 2.3], [0.1, 0.1, -0.3], [0.5, 0.2, 0.5], [-1.1, -0.2, 0.1], [0.1, -0.4, -0.9], [-0.1, 0.0, -0.3], [0.0, 0.0, -0.3], [-0.2, 0.3, -0.4], [0.2, -0.2, -0.1], [0.1, -0.3, -0.3], [0.0, 0.0, -0.1], [-0.2, -0.3, 0.1], [-0.1, -0.2, 0.1], [-0.2, -0.4, 0.4], [-0.2, 0.0, -0.1], [0.2, -0.2, 0.2], [0.4, -0.4, 0.5], [-0.2, 0.2, -0.1], [-0.3, 0.1, -0.2], [0.2, 0.4, 0.4], [0.5, 0.6, 0.1], [0.1, 0.3, 0.1], [0.2, -0.2, -0.2], [0.1, -0.2, 0.2], [-0.1, 0.0, -0.1], [-0.2, 0.0, -0.2], [-0.1, 0.2, -0.1]], "e_lumo_ev": [-2.01, -3.96], "s_squared": 2.041, "spin_multiplicity": 3, "total_energy_ev": -75807.14770, "e_above_lowest_ev": 0.131, "charge": 1}